1) ORCA calculation (ωB97M-V/def2-TZVPD) on a molecular structure, ClH2NO2P.

ORCA input file:
```
! wB97M-V def2-TZVPD RIJCOSX def2/J DEFGRID3
* xyz -1 1
N -0.34448 0.36700 0.12336
O -2.24241 -0.54317 1.75626
O -1.57372 -2.24028 -0.97084
P -1.75047 -0.47656 0.40166
Cl -2.86341 0.90782 -0.57044
H 0.60179 0.04218 0.52783
H -0.29710 0.34528 -0.98451
*
```

Computed properties:
gap between HOMO and LUMO: 0.2787 Ha
M: 114.448 g mol⁻¹
highest occupied orbital energy: -3.82 eV

2) ORCA calculation (ωB97M-V/def2-TZVPD) on a gas-phase ion, ClH2NO2P (charge -1).

ORCA input file:
```
! wB97M-V def2-TZVPD RIJCOSX def2/J DEFGRID3
* xyz -1 1
N 0.57539 -0.83951 -0.33822
O -0.18243 1.71806 -1.22789
O 0.62022 1.11545 1.36665
P -0.05520 0.66296 0.15051
Cl -1.98352 0.08031 0.44399
H 1.11112 -1.31959 0.28109
H -0.08558 -1.41767 -0.67611
*
```

Computed properties:
SMILES: N[P@](=O)([O-])Cl
gap between HOMO and LUMO: 0.2992 Ha
M: 114.448 g mol⁻¹
highest occupied orbital energy: -4.32 eV

Which of them is the least stable? Correct choice: 1).

1) ORCA calculation (ωB97M-V/def2-TZVPD) on a molecular structure, C7H17NO.

ORCA input file:
```
! wB97M-V def2-TZVPD RIJCOSX def2/J DEFGRID3
* xyz 0 1
C 1.04924 2.61671 -0.05794
C 1.04543 1.24330 0.59570
C 1.27764 0.04884 -0.16730
C 1.09243 -1.16795 0.69201
C 1.57364 -2.43203 -0.07206
C -2.39043 -0.26628 0.18338
C -2.62864 0.98887 -0.46622
H 1.96145 2.49355 -0.82569
H 0.01675 2.54788 -0.63874
H 1.28293 3.40155 0.70756
H 0.21324 1.18476 1.05087
H 1.91088 1.33888 1.32849
H 0.51159 -0.23856 -1.06432
H 2.31799 0.27027 -0.54366
H 0.09029 -1.14281 1.14581
H 1.99057 -0.91720 1.44557
H 2.38427 -2.04924 -0.69368
H 2.07204 -3.25392 0.64243
H 0.83804 -2.95044 -0.87912
H -1.83748 -2.26294 0.03555
H -2.62889 -1.73504 -1.49452
H -2.93678 0.92659 -1.63486
H -1.57613 1.44093 -0.29051
H -3.28216 1.69917 0.09066
N -1.67799 -1.37323 -0.57780
O -2.66991 -0.41165 1.48838
*
```

Computed properties:
gap between HOMO and LUMO: 0.3713 Ha
M: 131.219 g mol⁻¹
highest occupied orbital energy: -9.99 eV

2) ORCA calculation (ωB97M-V/def2-TZVPD) on 2 unconnected molecules or ions with the total composition C7H17NO.

ORCA input file:
```
! wB97M-V def2-TZVPD RIJCOSX def2/J DEFGRID3
* xyz 0 1
C -1.71174 -2.38488 -0.31736
C -1.51184 -1.16178 0.72429
C -1.40194 0.04045 -0.00626
C -1.35619 1.39559 0.79640
C -1.40097 2.61092 -0.32102
C 2.54848 0.08019 0.43404
C 2.78159 -1.32970 -0.22624
H -2.47313 -2.40041 -1.18630
H -0.66741 -2.57209 -1.00895
H -1.73543 -3.24701 0.44952
H -0.73338 -1.20440 1.45937
H -2.54535 -1.36616 1.23116
H -0.49971 -0.03018 -0.77702
H -2.28760 0.18051 -0.58258
H -0.24243 1.60122 1.37707
H -2.29090 1.45999 1.44705
H -2.43933 2.82735 -0.82927
H -1.22468 3.59474 0.18743
H -0.46162 2.34571 -0.91620
H 2.92234 2.19438 -0.42153
H 2.98881 0.79575 -1.63201
H 3.45898 -1.15206 -1.11285
H 1.78044 -1.90912 -0.20626
H 3.67214 -1.75053 0.48718
N 2.56060 1.11830 -0.67740
O 2.27028 0.26323 1.62773
*
```

Computed properties:
SMILES: CC(N)=O.CCCCC
gap between HOMO and LUMO: 0.3934 Ha
M: 131.219 g mol⁻¹
highest occupied orbital energy: -10.05 eV

Which of them is the least stable? Correct choice: 1).

1) ORCA calculation (ωB97M-V/def2-TZVPD) on 2 unconnected molecules or ions with the total composition C7H17NO.

ORCA input file:
```
! wB97M-V def2-TZVPD RIJCOSX def2/J DEFGRID3
* xyz 0 1
C -1.32807 -0.41164 -0.05514
C -1.11569 -0.56117 -1.56367
C -1.76687 1.01932 0.28686
C -2.44901 -1.36159 0.38713
C 0.04184 -1.02944 0.77138
O 0.46117 -2.14836 0.52046
H 0.07236 -0.58941 1.78112
H -2.19747 -2.40738 0.18210
H -0.45134 0.22169 -1.94691
H -0.65732 -1.52615 -1.80430
H -2.05670 -0.47645 -2.12120
H -1.04009 1.76391 -0.05719
H -1.89127 1.15178 1.36733
H -2.71690 1.27710 -0.19864
H -2.64947 -1.27591 1.46118
H -3.38921 -1.15938 -0.14003
C 2.30758 1.34058 1.18733
C 2.57895 0.12317 -0.90149
N 1.68937 0.46595 0.20267
H 0.73326 0.79802 -0.14456
H 2.77585 0.99942 -1.52408
H 1.64118 1.46097 2.04524
H 2.51662 2.32581 0.76430
H 3.24839 0.91949 1.55690
H 3.53121 -0.27401 -0.53728
H 2.11161 -0.64634 -1.51950
*
```

Computed properties:
SMILES: CC(C)(C)C=O.CNC
gap between HOMO and LUMO: 0.3529 Ha
M: 131.219 g mol⁻¹
highest occupied orbital energy: -8.84 eV

2) ORCA calculation (ωB97M-V/def2-TZVPD) on a molecular structure, C7H17NO.

ORCA input file:
```
! wB97M-V def2-TZVPD RIJCOSX def2/J DEFGRID3
* xyz 0 1
C -0.04231 -0.49794 -0.05849
C -0.54645 -0.56174 1.37060
C -1.73433 -2.20317 0.09705
C 1.04851 -1.73222 -2.51756
C -0.13362 -2.32742 -1.78548
O -0.68937 -3.37300 -2.21060
N -0.58867 -1.70266 -0.69791
H -0.39110 0.37069 -0.56631
H 1.04102 -0.46166 -0.13824
H -0.58413 0.43425 1.86406
H 0.04140 -1.28856 1.89530
H -1.39230 -3.09677 0.59752
H 1.83354 -1.50533 -1.77827
H -1.52586 -0.88269 1.23326
H -1.92266 -1.46342 0.78255
H -2.58609 -2.32953 -0.52603
H 1.39112 -2.45268 -3.27155
H 0.70792 -0.80186 -3.06861
C 0.73529 3.20993 0.30536
C 0.78591 3.27873 1.85367
H 1.26092 4.05756 -0.10214
H 1.18667 2.36529 -0.03232
H -0.27365 3.15182 -0.02768
H 0.32098 2.35191 2.28462
H 0.23213 4.19509 2.27941
H 1.82513 3.26541 2.21778
*
```

Computed properties:
gap between HOMO and LUMO: 0.3622 Ha
M: 131.219 g mol⁻¹
highest occupied orbital energy: -9.11 eV

3) ORCA calculation (ωB97M-V/def2-TZVPD) on 2 unconnected molecules or ions with the total composition C7H17NO.

ORCA input file:
```
! wB97M-V def2-TZVPD RIJCOSX def2/J DEFGRID3
* xyz 0 1
C 0.96562 0.75448 0.65097
C 1.13230 2.05742 -0.11959
C 3.03509 -0.80423 0.11106
C -0.68736 -1.10724 -0.94338
C 0.72818 -1.24185 -0.66897
O 1.00125 -2.35547 -1.15767
N 1.51862 -0.48112 0.11377
H 1.39117 1.08142 1.66823
H -0.18840 0.60307 0.68180
H 0.87910 2.91625 0.40175
H 0.71739 2.27867 -0.95725
H 3.38799 0.01141 0.40481
H -0.84289 -0.11187 -1.36418
H 2.21529 2.44931 -0.28968
H 3.25900 -1.83234 0.62734
H 3.28109 -0.82562 -0.89300
H -1.01639 -1.72227 -1.81817
H -1.52538 -1.26892 -0.19206
C -3.16230 1.39058 0.19135
C -3.64458 0.91369 1.60757
H -3.72731 0.96422 -0.58836
H -2.92064 2.44323 -0.02382
H -2.17787 0.83832 -0.07377
H -4.45226 1.67682 1.94350
H -2.82261 0.90080 2.42345
H -4.29925 0.03202 1.54029
*
```

Computed properties:
SMILES: CCN(C)C(C)=O.CC
gap between HOMO and LUMO: 0.3546 Ha
M: 131.219 g mol⁻¹
highest occupied orbital energy: -8.84 eV

Which of them is the least stable? Correct choice: 3).

1) ORCA calculation (ωB97M-V/def2-TZVPD) on a single C6H6OS molecule.

ORCA input file:
```
! wB97M-V def2-TZVPD RIJCOSX def2/J DEFGRID3
* xyz 0 1
C 1.55299 -1.20356 -1.23713
C 1.13593 -1.03748 0.08704
C 0.33469 0.24791 0.66670
C -1.09927 0.30085 1.37657
C -2.01107 0.30142 0.37033
C -0.03956 0.85328 -0.68097
H 2.34287 -1.91734 -1.48645
H 1.35109 -1.66004 0.93875
H 1.09749 0.93100 1.20589
H -1.30739 0.41686 2.57273
H -3.04242 0.22238 0.26115
H 0.28679 1.84701 -0.81991
O -1.42506 0.67077 -1.03320
S 0.82295 0.02693 -2.22150
*
```

Computed properties:
SMILES: C1=C[C@H]2C=CS[C@H]2O1
gap between HOMO and LUMO: 0.3246 Ha
M: 126.180 g mol⁻¹
highest occupied orbital energy: -7.98 eV

2) ORCA calculation (ωB97M-V/def2-TZVPD) on a molecular structure, C6H6OS.

ORCA input file:
```
! wB97M-V def2-TZVPD RIJCOSX def2/J DEFGRID3
* xyz 0 1
C 1.07740 -1.78188 -0.41665
C 0.56535 -0.47010 0.19410
C 0.82354 0.81665 -0.61208
C -0.64376 1.07109 -1.03935
C 0.84743 -0.37574 1.57519
C 1.06330 -0.22309 2.74483
H 2.14881 -1.71320 -0.41602
H 0.78211 -2.68322 0.20352
H 0.69594 -1.88430 -1.41733
H 1.26525 1.66933 -0.08932
H 1.42939 0.57023 -1.53025
H 1.20654 -0.13667 3.78879
O -1.18618 1.80041 -1.77548
S -1.27739 -0.27794 -0.06324
*
```

Computed properties:
gap between HOMO and LUMO: 0.3797 Ha
M: 126.180 g mol⁻¹
highest occupied orbital energy: -9.65 eV

Which of them is the least stable? Correct choice: 1).